48
Properties=species:S:1:pos:R:3:mulliken_charge:R:1 method="wB97M-V/def2-TZVPD" charge=+1 smiles="CC(C)[C@@H](C)COc1n[nH]c[n+]1CCC(=O)Nc1ccccc1" total_energy_ev=-28066.434 homo_lumo_gap_ev=6.04
C 3.04890 -1.61698 1.06034 -0.93
C 3.85783 -0.23489 0.69983 0.17
C 5.41229 -0.70982 0.30807 -1.09
C 3.29661 0.57378 -0.61174 0.02
C 3.53662 -0.29042 -2.01264 -1.16
C 1.72858 1.04608 -0.51920 -0.51
O 1.14850 0.97278 0.83148 -0.16
C 0.39901 2.22545 1.01677 0.20
N 0.71235 3.22351 2.10963 -0.46
N -0.22525 4.25761 2.00160 0.07
C -1.22850 4.09445 0.88058 -0.09
N -0.79448 2.77561 0.26660 0.37
C -1.51826 2.12847 -0.89294 -0.61
C -3.08146 1.73102 -0.61021 -0.46
C -3.36812 0.96770 0.80942 0.25
O -2.80098 1.22293 1.99049 -0.47
N -4.44319 -0.12627 0.79728 -0.33
C -3.85217 -1.46518 0.37479 0.39
C -2.25768 -1.88428 0.65248 -0.21
C -1.74407 -3.38172 0.14540 -0.37
C -2.83472 -4.37173 -0.60953 -0.38
C -4.41094 -3.98903 -0.86382 -0.35
C -4.92638 -2.51636 -0.35493 -0.40
H 1.89328 -1.58354 0.82692 0.08
H 3.14825 -1.77769 2.22887 0.31
H 3.48146 -2.58438 0.55753 0.34
H 3.93450 0.51400 1.61415 0.39
H 5.90727 0.08635 -0.40069 0.27
H 5.30487 -1.69976 -0.34691 0.27
H 6.04926 -0.98675 1.25013 0.32
H 3.94053 1.57502 -0.69086 0.37
H 2.77692 0.06052 -2.85336 0.37
H 4.63867 -0.02341 -2.35525 0.32
H 3.48822 -1.44125 -1.80001 0.23
H 1.13226 0.37503 -1.29864 0.21
H 1.66560 2.19274 -0.84209 0.37
H -0.22299 5.05986 2.67220 0.26
H -2.14528 4.78013 0.55414 0.36
H -0.93277 1.20392 -1.36380 0.18
H -1.53564 2.94422 -1.76458 0.33
H -3.39294 0.96381 -1.46981 0.37
H -3.74433 2.68919 -0.74919 0.37
H -5.17389 0.19489 0.11122 0.36
H -1.49446 -1.14565 1.19179 0.33
H -0.62828 -3.73091 0.32685 0.29
H -2.48091 -5.43946 -0.97669 0.28
H -5.20884 -4.69004 -1.37530 0.30
H -6.05527 -2.16953 -0.51636 0.21